1.
Below is C35H55N4NiOP2S as an isolated structure at a distorted geometry, with properties calculated with ωB97M-V/def2-TZVPD.

Last column: Mulliken charge in e.
Positions of all 99 atoms, in Å:
C: -0.57034 -2.36410 -1.68744  0.003
C: -1.09691 -0.32374 -2.70653  -0.318
C: -1.12235 -3.10636 -2.73771  -0.883
C: -1.50774 -1.02922 -3.88560  -1.263
C: -1.51643 -2.41063 -3.89096  -0.905
H: -1.17640 -4.18841 -2.62012  0.505
H: -1.84872 -0.44155 -4.73122  0.497
H: -1.81734 -2.97805 -4.76622  0.423
N: -0.43395 -1.03685 -1.73753  1.382
P: 1.24826 -2.01709 0.28461  0.689
P: -1.40818 1.98791 -1.01075  0.863
C: -0.10124 -3.06504 -0.41027  -1.754
H: -0.93196 -3.11542 0.30444  0.430
H: 0.21695 -4.09614 -0.60674  0.806
C: 0.57974 0.99531 1.89759  -0.696
O: 0.05067 1.64914 2.69667  -0.197
C: -1.42495 1.03725 -2.48982  -1.398
H: -1.82893 1.55051 -3.37244  0.509
C: -3.35396 2.16403 -0.71790  1.929
C: -0.74547 3.76175 -1.49094  1.978
C: 1.43290 -2.56687 2.08657  1.887
C: 2.67159 -2.65032 -0.80141  2.384
C: -3.52446 2.32380 0.80134  -1.568
H: -3.09190 3.26407 1.16621  0.282
H: -4.60228 2.33118 1.03164  0.503
H: -3.06692 1.48808 1.34469  0.168
C: -4.00715 3.33775 -1.45779  -2.080
H: -3.62109 4.31298 -1.14638  0.385
H: -3.91547 3.22452 -2.54621  0.405
H: -5.08565 3.32875 -1.22791  0.508
C: -4.09713 0.90549 -1.18896  -0.982
H: -5.11095 0.91125 -0.75140  0.594
H: -4.19752 0.86270 -2.28143  0.384
H: -3.61183 -0.01386 -0.85348  -0.594
C: -1.09730 4.71953 -0.33398  -1.692
H: -0.71945 4.32193 0.62065  0.211
H: -0.60194 5.68860 -0.50461  0.499
H: -2.17047 4.90691 -0.21868  0.230
C: 0.77833 3.75446 -1.63103  -1.718
H: 1.28265 3.56543 -0.67542  0.072
H: 1.12492 3.01995 -2.36802  0.277
H: 1.10352 4.75105 -1.97053  0.675
C: -1.29664 4.20961 -2.85207  -1.830
H: -2.37991 4.35148 -2.86759  0.288
H: -0.84547 5.18115 -3.11564  0.541
H: -1.02468 3.49036 -3.63349  0.320
C: 3.98211 -2.17570 -0.16250  -1.892
H: 4.79866 -2.35627 -0.87746  0.617
H: 3.96847 -1.09531 0.04292  0.123
H: 4.22446 -2.71736 0.76092  0.208
C: 2.56025 -2.05305 -2.21240  -1.485
H: 1.64343 -2.36264 -2.72586  0.324
H: 2.59742 -0.95664 -2.19655  0.132
H: 3.41852 -2.40550 -2.80356  0.616
C: 2.68678 -4.18243 -0.99699  -1.858
H: 3.61353 -4.43359 -1.53673  0.528
H: 2.68984 -4.74738 -0.06001  0.279
H: 1.84946 -4.52939 -1.61687  0.386
C: 0.07245 -2.48516 2.80056  -1.649
H: -0.66617 -3.18385 2.38737  0.353
H: 0.22113 -2.74925 3.86082  0.633
H: -0.35469 -1.47496 2.76312  -0.068
C: 2.38364 -1.56174 2.75353  -1.295
H: 1.98036 -0.53914 2.67833  -0.176
H: 2.46947 -1.81697 3.81836  0.528
H: 3.38516 -1.57531 2.31254  0.298
C: 1.95587 -4.00232 2.18735  -1.908
H: 1.30115 -4.71765 1.66851  0.310
H: 2.98330 -4.10490 1.81912  0.376
H: 1.96523 -4.28883 3.24996  0.520
Ni: 0.41823 0.08766 0.03589  1.612
N: -1.27210 -0.30398 0.62902  0.633
C: -2.32797 -0.79783 0.79886  0.078
C: -3.44303 -1.40951 1.44376  0.119
C: -3.52477 -1.40268 2.85238  -0.116
C: -4.47757 -2.00530 0.69044  -0.059
C: -4.61728 -1.99002 3.49415  -0.825
H: -2.72647 -0.93267 3.43469  0.410
C: -5.59122 -2.54677 1.33421  -0.926
H: -4.39549 -2.02509 -0.39661  0.472
C: -5.65455 -2.55592 2.73624  -0.389
H: -4.65777 -2.00864 4.58658  0.406
H: -6.40669 -2.96949 0.74403  0.425
H: -6.51340 -3.01021 3.23106  0.412
S: 2.25527 0.96180 -0.90430  -0.650
C: 3.42683 1.58986 0.19453  0.226
N: 4.73331 1.33744 -0.02020  -0.090
C: 5.84021 2.03411 0.64835  -0.684
C: 5.38501 2.54606 1.99698  -0.596
C: 4.05771 3.26392 1.89263  -0.690
N: 3.08757 2.39393 1.22041  0.134
H: 4.93584 0.84167 -0.88764  0.345
H: 6.17980 2.85584 -0.00005  0.333
H: 6.66294 1.32074 0.75724  0.381
H: 6.13810 3.22851 2.39025  0.361
H: 5.30224 1.71070 2.70070  0.281
H: 4.15525 4.20326 1.32848  0.334
H: 3.66342 3.49930 2.88340  0.382
H: 2.10032 2.60537 1.32382  0.031

E (Eh): -4249.90735
Strongest force on any atom (eV Å⁻¹): 6.1
Charge: +1
<S²>: 2.0200
Multiplicity: 3
Gap between HOMO and LUMO (alpha / beta) (Ha): 0.2111 / 0.1987
Relative energy (zero: lowest compared OMol25 entry of this formula, charge and spin) (kcal per mole): 17.6

---

2.
Below is C17H19NSTi as an isolated structure at a distorted geometry, with properties calculated with ωB97M-V/def2-TZVPD.

Last column: Mulliken charge in e.
Positions of all 39 atoms, in Å:
C: 1.60740 2.67995 0.60836  -0.977
C: 1.96738 -0.50197 -1.06583  -0.023
C: 1.51333 1.10715 0.92825  -0.017
H: 0.57512 3.03763 0.74468  0.232
C: 1.58921 -1.38160 0.12435  -0.331
H: 1.98603 -1.07389 -1.99733  0.578
H: 2.61876 0.91686 0.76505  0.307
H: 1.03382 -2.31061 -0.11046  0.512
C: 1.37359 0.25683 2.14697  -0.861
H: 0.38212 0.12371 2.60924  0.120
H: 2.06305 0.58109 2.94000  0.467
C: 1.92031 2.37405 -0.92288  -0.557
H: 2.59141 3.14623 -1.31594  0.522
H: 0.98157 2.45852 -1.48857  0.219
C: 2.60766 0.91467 -1.26720  -1.227
H: 3.60545 0.93900 -0.81064  0.382
H: 2.81164 0.97304 -2.34406  0.437
C: 1.91625 -1.15840 1.58473  -0.729
H: 3.00864 -1.20333 1.73164  0.319
H: 1.55948 -2.00030 2.19089  0.400
Ti: 0.37877 -0.14038 -0.25965  -0.199
H: 2.17619 3.48907 1.02644  0.390
S: -2.80273 -2.38775 -2.29268  -0.245
C: -1.67012 -2.18562 -3.57872  -0.466
C: -0.69335 -1.25027 -3.28372  -0.431
C: -0.85207 -0.69376 -1.98129  -0.432
C: -1.98082 -1.18225 -1.33369  0.102
C: -2.42494 -0.78334 -0.01340  1.087
C: -3.68062 -1.06539 0.54199  -0.804
C: -4.02523 -0.51396 1.76488  -0.314
C: -3.13697 0.33388 2.42846  -0.962
C: -1.89720 0.60939 1.84817  -0.269
N: -1.54795 -0.03187 0.71265  0.245
H: -1.77667 -2.77364 -4.49628  0.419
H: 0.11734 -0.96917 -3.96601  0.412
H: -4.34563 -1.70472 -0.02842  0.344
H: -5.00016 -0.73260 2.19948  0.402
H: -3.36176 0.78555 3.38631  0.383
H: -1.18828 1.31819 2.27422  0.564

E (Eh): -1961.25890
Strongest force on any atom (eV Å⁻¹): 13.6
<S²>: 2.0092
Multiplicity: 3
Gap between HOMO and LUMO (alpha / beta) (Ha): 0.2166 / 0.2413
Relative energy (zero: lowest compared OMol25 entry of this formula, charge and spin) (kcal per mole): 107.8

---

3.
Below is a 7-piece molecular cluster, C21H54Cl2O22S7 overall at a distorted geometry, with properties calculated with ωB97M-V/def2-TZVPD.

Last column: Mulliken charge in e.
Positions of all 106 atoms, in Å:
C: 4.54601 3.82684 -0.57443  -0.853
C: 4.43828 2.72158 -1.76488  -0.063
Cl: 6.16201 2.31152 -2.41609  -0.157
C: 3.40389 3.05478 -2.98500  -0.222
Cl: 1.74552 3.75148 -2.40364  -0.073
O: 3.98796 3.83505 -4.10344  -0.268
S: 4.36071 5.43039 -3.66488  0.746
O: 5.81553 5.53745 -3.12540  -0.514
O: 4.43270 6.28361 -5.17689  -0.118
O: 4.27795 7.56186 -4.96675  -0.357
H: 3.64638 4.56317 -0.46334  0.275
H: 5.55533 4.45707 -0.65667  0.286
H: 4.62249 3.23276 0.45448  0.228
H: 4.06651 1.70627 -1.25827  0.415
H: 3.11494 2.00178 -3.46837  0.335
H: 3.30446 7.80250 -4.84766  0.346
O: -1.51908 4.60893 -0.62475  -0.562
S: -2.96232 4.54375 -0.50452  1.102
O: -3.63217 4.63854 0.77468  -0.609
O: -3.49685 3.21222 -1.28012  -0.220
C: -2.98277 1.94573 -0.89060  -0.181
C: -3.55471 1.49669 0.44203  -1.036
C: -3.67741 5.75042 -1.59009  -0.937
H: -1.88763 1.96559 -0.86517  0.293
H: -3.27454 1.22679 -1.66317  0.180
H: -3.23255 2.15501 1.25355  0.405
H: -3.22586 0.48256 0.68494  0.364
H: -4.64890 1.52203 0.42025  0.232
H: -3.20820 5.67300 -2.57208  0.304
H: -3.48884 6.73741 -1.16050  0.370
H: -4.75318 5.57586 -1.65447  0.314
O: -4.96831 -0.15928 -2.42185  -0.643
S: -6.41155 -0.22447 -2.30162  1.267
O: -7.08140 -0.12967 -1.02242  -0.625
O: -6.94608 -1.55600 -3.07723  -0.302
C: -6.43200 -2.82248 -2.68771  -0.324
C: -7.00394 -3.27153 -1.35507  -0.881
C: -7.12664 0.98221 -3.38719  -0.995
H: -5.33686 -2.80263 -2.66227  0.312
H: -6.72378 -3.54143 -3.46027  0.191
H: -6.68178 -2.61320 -0.54356  0.378
H: -6.67509 -4.28566 -1.11217  0.390
H: -8.09813 -3.24619 -1.37686  0.195
H: -6.65744 0.90479 -4.36918  0.313
H: -6.93807 1.96919 -2.95761  0.366
H: -8.20241 0.80764 -3.45157  0.339
O: -4.99604 -4.39705 -4.99291  -0.522
S: -4.68609 -4.76380 -6.36078  1.097
O: -4.29778 -6.10888 -6.72683  -0.596
O: -3.58056 -3.71914 -6.94962  -0.286
C: -2.34583 -3.57539 -6.26057  -0.248
C: -1.44293 -4.77667 -6.47588  -1.012
C: -6.04094 -4.28121 -7.39873  -0.969
H: -2.51852 -3.39580 -5.19366  0.253
H: -1.85326 -2.68379 -6.66221  0.289
H: -1.87124 -5.67911 -6.03103  0.306
H: -0.46247 -4.61340 -6.02020  0.386
H: -1.31195 -4.97397 -7.54465  0.261
H: -6.32801 -3.25577 -7.16104  0.309
H: -6.87285 -4.96050 -7.19688  0.370
H: -5.73666 -4.37129 -8.44334  0.349
O: 6.71843 3.26175 2.08347  -0.520
S: 7.73290 3.40642 3.10893  1.118
O: 7.41743 3.32685 4.51896  -0.595
O: 8.56882 4.77975 2.83422  -0.302
C: 7.85660 6.00791 2.76820  -0.202
C: 7.40238 6.46472 4.14286  -1.017
C: 9.04576 2.26180 2.77405  -0.945
H: 7.00955 5.92560 2.07819  0.201
H: 8.53972 6.75593 2.35264  0.294
H: 6.66763 5.77479 4.56697  0.298
H: 6.93969 7.45409 4.09113  0.392
H: 8.24881 6.50180 4.83607  0.254
H: 9.32186 2.33007 1.72070  0.383
H: 8.67805 1.25819 3.00165  0.325
H: 9.89488 2.49815 3.41828  0.309
O: -7.51654 -4.98063 1.20020  -0.603
S: -8.37237 -4.33605 2.17678  1.199
O: -7.91314 -3.23178 2.99148  -0.617
O: -9.01375 -5.47638 3.15070  -0.259
C: -8.13398 -6.33649 3.86218  -0.304
C: -7.46037 -5.61583 5.01612  -0.982
C: -9.87486 -3.84007 1.37528  -0.949
H: -7.39441 -6.77731 3.18462  0.297
H: -8.73743 -7.15886 4.26020  0.269
H: -6.79634 -4.82517 4.65605  0.298
H: -6.86048 -6.30964 5.61140  0.386
H: -8.20590 -5.14227 5.66287  0.256
H: -10.25626 -4.67167 0.78078  0.315
H: -9.64173 -2.99125 0.72767  0.334
H: -10.59810 -3.53657 2.13470  0.368
O: 7.51981 -1.88735 5.75639  -0.652
S: 8.71259 -1.08388 5.93904  1.186
O: 9.37025 -0.42184 4.83305  -0.546
O: 9.81759 -1.95877 6.75988  -0.268
C: 10.22862 -3.20969 6.22488  -0.334
C: 11.14284 -3.03116 5.02612  -0.974
C: 8.39379 0.12820 7.19408  -0.918
H: 9.35834 -3.82503 5.97120  0.317
H: 10.77599 -3.73493 7.01443  0.266
H: 10.61356 -2.56602 4.18992  0.291
H: 11.52704 -3.99548 4.68250  0.381
H: 11.98582 -2.37967 5.27770  0.258
H: 7.92715 -0.35763 8.05236  0.342
H: 7.71692 0.87467 6.77116  0.349
H: 9.33581 0.60254 7.47605  0.311

E (Eh): -6195.20809
Strongest force on any atom (eV Å⁻¹): 5.9
Gap between HOMO and LUMO (Ha): 0.3738

---

4.
Below is C6H12Cl4KO3Si as an isolated structure, with properties calculated with ωB97M-V/def2-TZVPD.

Last column: Mulliken charge in e.
Positions of all 27 atoms, in Å:
K: 0.56546 1.02445 0.31660  0.802
Cl: 0.73569 6.17217 1.21202  -0.206
C: 1.68591 5.22746 0.02459  0.059
Cl: 3.42910 5.61567 0.22261  -0.208
C: 1.43801 3.69431 0.14266  0.752
O: 1.02790 3.22002 -0.94046  -0.812
O: 1.66607 3.16362 1.23639  -0.752
H: 1.39873 5.58488 -0.95456  0.265
C: -0.96967 -0.97716 -2.76805  -0.983
Si: -0.38311 -2.04225 -1.31332  0.360
C: -1.56194 -3.51751 -1.20138  -1.043
C: 1.31328 -2.72283 -1.80554  -0.952
O: -0.33489 -1.21280 0.05211  -0.706
H: -1.01573 -1.53339 -3.70924  0.308
H: -0.31008 -0.11885 -2.92332  0.274
H: -1.96826 -0.58627 -2.55621  0.240
H: -1.56133 -4.10143 -2.12715  0.309
H: -2.58003 -3.18062 -0.99852  0.253
H: -1.25504 -4.16220 -0.37508  0.255
H: 1.30511 -3.36401 -2.69175  0.307
H: 1.71705 -3.30121 -0.97025  0.241
H: 2.00962 -1.90283 -2.00388  0.245
Cl: -0.35703 0.15158 3.44714  -0.048
C: -1.33743 -0.32096 4.82176  -0.319
Cl: -1.35783 0.88531 6.13092  -0.177
H: -0.93862 -1.23796 5.23850  0.272
H: -2.36093 -0.45720 4.49343  0.263

E (Eh): -3191.94706
Strongest force on any atom (eV Å⁻¹): 0.9
Charge: -1
Gap between HOMO and LUMO (Ha): 0.2809
Relative energy (zero: lowest compared OMol25 entry of this formula, charge and spin) (kcal per mole): 2.7